27
Properties=species:S:1:pos:R:3 method="wB97M-V/def2-TZVPD" homo_ev="-4.3 / -4.2" lumo_ev="0.18 / 0.19" energy_ha=-823.31119 gap_ev="4.5 / 4.4"
C 1.68627 -1.14351 0.53480
C 1.30049 -1.64690 1.83179
C 0.16877 -2.49255 1.66729
C -0.17527 -2.53587 0.28830
C 0.71920 -1.65263 -0.44070
Y 0.04777 0.91737 0.06197
P 1.23894 2.44027 -1.81629
H 2.70013 -0.78728 0.25355
H 1.81826 -1.42041 2.77843
H -0.44538 -2.89891 2.50643
H 0.92524 -1.72191 -1.51960
H -0.99530 -3.10320 -0.15077
H 1.50202 1.96658 -3.16643
H 2.48683 2.95314 -1.24006
H 0.34345 3.62392 -1.91249
C -4.03118 2.50652 1.25652
N -3.95491 2.16128 -0.18041
C -4.91464 2.72686 -1.12564
C -2.98524 1.39017 -0.60901
O -1.97729 1.10551 0.12027
H -4.93435 3.10064 1.39269
H -3.15212 3.07179 1.56432
H -4.08050 1.58864 1.84090
H -4.43736 3.40625 -1.83848
H -5.38163 1.93873 -1.71759
H -5.67545 3.27516 -0.58318
H -2.99986 1.03525 -1.63046



30
Properties=species:S:1:pos:R:3 method="wB97M-V/def2-TZVPD" homo_ev=-16.0 lumo_ev=-13.80 energy_ha=-1472.57723 total_charge=+2 gap_ev=2.2
C -1.51269 0.40596 -1.99836
C -1.23133 -1.11131 -1.39346
C 0.26917 -1.30722 -0.75848
C 1.44884 -1.06306 -1.91865
C 0.63208 -0.30625 0.48799
C 1.18407 -1.26671 1.71454
C -0.05807 -1.29160 2.82526
O -0.25353 -2.28139 3.70020
O -0.79285 -0.03368 2.61983
C -0.55427 0.50800 1.27307
P -0.01816 2.36421 1.52165
O -0.48718 3.17854 0.04033
O -0.96275 3.05244 2.85795
S 1.86317 2.57042 1.97235
H -0.52171 1.05683 -1.89651
H -2.38205 0.87165 -1.32702
H -1.90585 0.41274 -3.10059
H -2.10727 -1.48773 -0.67514
H -1.28586 -1.83970 -2.33787
H 0.42021 -2.43768 -0.41155
H 2.50048 -0.80147 -1.42460
H 1.18149 -0.16842 -2.64231
H 1.58856 -2.04693 -2.57209
H 1.47290 0.40579 0.09261
H 2.00568 -0.66729 2.32969
H 1.58615 -2.35131 1.43510
H -1.60624 0.65027 0.78039
H -1.31196 2.67248 -0.25885
H -0.34557 3.18641 3.64772
Pt 1.18453 -0.87402 -4.58320



24
Properties=species:S:1:pos:R:3 method="wB97M-V/def2-TZVPD" homo_ev=-9.6 e_above_lowest_kj_mol=134.2 lumo_ev=1.12 energy_ha=-314.34342 smiles="C=CCC.C=CCC" gap_ev=10.7
C 2.84705 -3.99610 3.47179
C 2.91423 -2.73289 3.02185
C 4.07014 -2.04201 2.31123
C 3.88200 -1.86238 0.84595
H 1.98114 -4.43946 3.97662
H 3.72344 -4.63378 3.30890
H 1.97620 -2.17802 3.15535
H 4.95390 -2.70347 2.39416
H 4.30395 -1.09968 2.84302
H 3.10408 -1.09752 0.68339
H 3.58543 -2.78377 0.31710
H 4.82924 -1.49813 0.41390
C -4.06242 1.07722 -2.99392
C -3.23052 1.46550 -2.02622
C -2.84748 2.89465 -1.77133
C -3.75277 4.03390 -2.18058
H -4.40602 0.04134 -3.09448
H -4.44181 1.81193 -3.71328
H -2.84189 0.76250 -1.27765
H -1.82155 3.11340 -2.12500
H -2.83149 2.90595 -0.66451
H -3.79319 4.06009 -3.28253
H -3.36469 5.00124 -1.81967
H -4.77704 3.89946 -1.79405



29
Properties=species:S:1:pos:R:3 method="wB97M-V/def2-TZVPD" homo_ev="-10.9 / -12.8" e_above_lowest_kj_mol=20.6 spin_multiplicity=3 lumo_ev="-2.36 / -5.67" energy_ha=-761.83466 total_charge=+1 gap_ev="8.5 / 7.2"
C 1.09762 -2.47289 0.13111
C -0.27140 -2.45679 0.08453
O -0.94473 -1.27006 0.29511
C -2.18892 -1.08993 -0.40252
C -2.83847 0.15200 0.15441
O -1.84869 1.18210 0.18587
C -2.37603 2.49085 0.40214
H 1.56170 -1.91909 0.95654
H 1.57960 -3.35984 -0.28275
H -0.86265 -3.21296 -0.43406
H -2.83671 -1.95968 -0.23869
H -1.97703 -0.97982 -1.47474
H -3.22218 -0.01157 1.17184
H -3.66846 0.45356 -0.49879
H -1.52624 3.17497 0.49129
H -2.99955 2.77778 -0.45483
H -2.97246 2.50724 1.32492
O 1.51068 0.80070 1.84137
C 2.72185 0.80654 1.16290
C 2.54200 1.22263 -0.29286
O 1.42981 0.47702 -0.84920
C 1.71979 -0.69640 -1.52872
Ag 0.00697 0.53030 0.71764
H 3.17176 -0.20835 1.17508
H 3.46197 1.49578 1.61232
H 3.43396 1.04571 -0.90709
H 2.26501 2.28225 -0.36767
H 1.27197 -0.73754 -2.52282
H 2.75880 -1.02453 -1.45235



47
Properties=species:S:1:pos:R:3 method="wB97M-V/def2-TZVPD" homo_ev=-2.0 lumo_ev=6.27 energy_ha=-2170.62612 total_charge=-3 gap_ev=8.3
Li -1.02507 0.94131 0.93939
B 1.77154 2.48404 1.44629
F 1.85294 3.28290 0.39491
F 1.50787 3.29383 2.51553
F 0.80169 1.49173 1.16263
F 2.97914 2.01711 1.81216
B -0.93373 -1.59126 2.76430
F -1.93135 -1.88355 1.86433
F -0.15765 -0.54515 2.36722
F -1.48346 -1.32914 3.99959
F -0.23852 -2.72418 2.87101
B -1.68527 4.12783 -0.03950
F -0.57621 4.90640 -0.02793
F -2.52525 4.55725 1.00849
F -2.23030 4.34552 -1.24621
F -1.37351 2.79783 0.04463
B -2.85091 1.27720 2.57262
F -3.38543 0.63811 3.66568
F -3.50340 2.42519 2.31674
F -1.57197 1.60160 2.86654
F -2.82767 0.45920 1.44671
C 2.46304 -2.73442 -1.15763
C 3.11083 -1.37285 -0.75857
C 2.41000 -0.99115 0.51009
O 1.99872 -2.24313 1.12652
C 1.88815 -3.30450 0.13294
H 3.19540 -3.46449 -1.50224
H 1.73961 -2.61395 -1.96400
H 3.49869 -0.67646 -1.50201
H 4.09885 -1.68645 -0.42157
H 1.51066 -0.39877 0.34157
H 3.08976 -0.47257 1.18618
H 0.95576 -3.82236 -0.09195
H 2.56974 -4.09122 0.45635
C -0.60008 0.03595 -3.34791
C -1.77077 -0.93871 -2.90769
C -1.48969 -1.25700 -1.43959
O -1.09094 0.03969 -0.94450
C -0.33426 0.74667 -2.05569
H -0.80986 0.57937 -4.26921
H 0.28485 -0.54587 -3.60574
H -1.80275 -1.87611 -3.46299
H -2.72440 -0.42894 -3.04491
H -0.66374 -1.95801 -1.31923
H -2.31904 -1.56715 -0.80391
H 0.71520 0.65334 -1.77636
H -0.53731 1.81547 -2.12316



26
Properties=species:S:1:pos:R:3 method="wB97M-V/def2-TZVPD" homo_ev=-7.7 e_above_lowest_kj_mol=311.5 lumo_ev=0.62 energy_ha=-393.86651 gap_ev=8.3
C 3.34819 1.31721 -1.00409
B 2.07684 0.66877 -0.37070
C 0.94203 0.21703 0.31723
C 1.00338 0.34440 1.86717
C -0.36631 -0.61819 0.00249
C -0.38526 -1.87474 0.81486
C -1.59991 0.22838 -0.01897
C -1.55737 1.71595 0.19082
N -0.96409 -0.34444 -1.25177
C -1.75180 -1.39059 -1.91875
H 3.59855 2.18906 -0.50911
H 2.99936 1.51172 -2.06195
H 4.18752 0.57207 -1.07980
H 1.41096 -0.50767 2.43707
H 0.05328 0.36542 2.24790
H 1.46938 1.23032 2.17162
H 0.60978 -1.99144 1.33018
H -0.76400 -2.54178 0.05418
H -1.09131 -1.75374 1.71313
H -2.52067 -0.19009 0.42502
H -2.34508 1.74985 0.99099
H -1.93490 2.25876 -0.69674
H -0.53752 1.87230 0.56792
H -2.49049 -1.86747 -1.21930
H -2.24390 -0.89857 -2.76312
H -1.14665 -2.26251 -2.23629



27
Properties=species:S:1:pos:R:3 method="wB97M-V/def2-TZVPD" homo_ev=-8.2 e_above_lowest_kj_mol=397.5 lumo_ev=0.79 energy_ha=-469.17917 smiles="C=CB(C=C)OCCN(C)C" gap_ev=9.0
C 1.73938 -3.63957 0.81147
C 0.72065 -2.87914 0.50804
B 0.29031 -1.57307 1.21261
C -0.67402 -1.73023 2.47971
C -1.89888 -1.95326 2.20713
O 0.45939 -0.36130 0.53643
C -0.37230 0.83788 0.68464
C 0.11365 2.06836 -0.06064
N -0.30186 2.10129 -1.49227
C 0.19880 3.42021 -2.12570
C -0.02496 0.96088 -2.33192
H 1.95826 -4.66134 0.48739
H 2.28766 -3.32639 1.68696
H 0.14427 -3.02963 -0.42163
H -0.12957 -2.00750 3.39019
H -2.61135 -2.16889 2.96680
H -2.21975 -1.85873 1.19986
H -1.32702 0.61471 0.35520
H -0.33941 0.98844 1.75296
H 1.16977 2.05186 0.03556
H -0.16364 3.02030 0.51055
H -0.24975 3.46935 -3.08641
H 1.25714 3.45129 -2.06669
H -0.17186 4.24621 -1.48947
H 0.39467 0.12256 -1.66338
H -0.85010 0.55343 -2.91032
H 0.60054 1.28228 -3.17704



35
Properties=species:S:1:pos:R:3 method="wB97M-V/def2-TZVPD" homo_ev="-16.5 / -16.5" e_above_lowest_kj_mol=26.3 spin_multiplicity=2 lumo_ev="-8.60 / -8.01" energy_ha=-7616.80255 total_charge=+2 gap_ev="7.9 / 8.5"
V -0.13026 -0.02775 0.15638
C 1.36715 1.95265 1.72002
C 0.50441 1.34300 2.80567
N -0.51292 0.42691 2.18350
C -0.68837 -0.84285 2.95075
C 0.53147 -1.74767 2.81611
S 0.98350 -2.00317 1.05900
C 2.70208 -1.44567 0.93222
C 2.86067 0.02084 1.29157
N 1.73654 0.85666 0.77494
H 2.25884 2.41955 2.14007
H 0.81857 2.70577 1.16033
H 0.00277 2.11354 3.38829
H 1.10962 0.75410 3.49174
H -1.40457 0.91974 2.17258
H -1.56930 -1.34962 2.55951
H -0.87188 -0.62635 4.00479
H 0.29996 -2.72822 3.22827
H 1.40909 -1.36790 3.33601
H 2.95831 -1.64447 -0.10915
H 3.32884 -2.08375 1.55420
H 3.80595 0.39285 0.89464
H 2.90466 0.13665 2.37329
H 2.05090 1.31183 -0.08644
Br 2.26882 2.25866 -2.39007
C 1.51495 0.80437 -3.35785
Br 0.81792 -0.67932 -2.25702
H 2.28915 0.33162 -3.94878
H 0.67400 1.14676 -3.94659
O -1.55127 -0.87190 -0.02228
O -2.81521 -1.54986 -0.14072
S -3.86479 -0.65230 -1.04688
C -3.47925 -1.28386 -2.56641
N -3.22373 -1.70865 -3.60611
F -0.43958 1.62078 -0.42018